C16H32KO16P | ωB97M-V with the def2-TZVPD basis set

total charge = -2
ΔE to the lowest compared entry with this formula, charge and spin = 245.0 kJ/mol
HOMO = 1.66 eV
LUMO = 0.1316 Ha
calculated total energy = -75484.9984 eV

Atoms and positions in Å:
K1 1.019 -0.490 -0.203
P1 2.393 -0.857 -2.857
O1 3.706 -0.312 -2.214
O2 2.792 -1.080 -4.406
O3 1.331 0.235 -2.668
O4 1.976 -2.236 -2.085
C1 2.466 2.401 0.985
C2 2.950 2.661 -0.506
O5 2.272 3.817 -0.792
C3 2.496 4.410 -1.955
O6 3.062 3.921 -2.978
O7 1.925 5.612 -1.935
C4 2.013 6.454 -3.114
H1 2.819 1.519 1.520
H2 1.389 2.235 0.984
H3 2.607 3.288 1.603
H4 2.794 1.771 -1.116
H5 4.017 2.850 -0.626
H6 3.045 6.737 -3.320
H7 1.432 7.336 -2.848
H8 1.557 6.119 -4.045
C5 1.918 -3.599 5.926
C6 1.626 -2.626 4.728
O8 2.722 -2.540 3.844
C7 2.614 -2.533 2.547
O9 1.539 -2.377 1.921
O10 3.832 -2.611 1.994
C8 3.987 -2.256 0.648
H9 2.319 -4.548 5.567
H10 0.978 -3.780 6.447
H11 2.657 -3.164 6.599
H12 1.459 -1.631 5.139
H13 0.718 -2.858 4.171
H14 4.983 -2.465 0.257
H15 3.826 -1.183 0.545
H16 3.226 -2.816 0.105
C9 -4.240 3.223 2.303
C10 -3.029 2.466 1.687
O11 -2.725 2.880 0.416
C11 -1.762 2.324 -0.243
O12 -1.012 1.426 0.103
O13 -1.562 2.979 -1.316
C12 -0.496 2.604 -2.199
H17 -4.253 4.302 2.146
H18 -4.542 3.043 3.334
H19 -5.103 2.848 1.753
H20 -3.032 1.376 1.673
H21 -2.333 2.766 2.471
H22 -0.665 1.633 -2.665
H23 0.440 2.572 -1.641
H24 -0.362 3.318 -3.011
C13 -5.386 -4.732 -1.976
C14 -4.353 -4.883 -0.872
O14 -3.311 -4.009 -1.063
C15 -3.436 -2.686 -0.656
O15 -4.346 -2.207 0.030
O16 -2.328 -1.932 -1.181
C16 -1.365 -2.392 -2.106
H25 -6.183 -5.468 -1.868
H26 -5.034 -4.843 -3.002
H27 -5.874 -3.764 -1.870
H28 -3.948 -5.895 -0.899
H29 -4.851 -4.673 0.074
H30 -1.809 -2.560 -3.087
H31 -1.028 -3.404 -1.881
H32 -0.535 -1.719 -2.319

Atomic forces in eV per Å
0.26 -0.31 -0.67
3.57 -2.12 -2.94
-0.06 0.16 1.68
-1.71 -0.17 2.30
-2.11 0.60 0.71
-0.46 1.90 -0.43
0.00 -0.03 -0.80
1.26 -2.58 2.62
-1.14 2.53 -1.39
1.56 -2.40 -4.29
-1.65 1.98 3.95
-0.48 1.03 -0.54
-0.05 0.23 0.53
0.73 0.02 -0.35
-0.26 0.19 -0.38
0.29 0.03 0.03
-0.58 -0.03 -0.77
0.18 -0.06 0.43
0.01 -0.16 0.10
0.22 0.07 0.25
0.09 -0.95 0.31
-0.05 0.64 -1.35
-0.57 -0.17 0.68
1.32 -0.62 1.79
-1.77 1.03 -3.85
2.41 -0.47 1.71
-0.40 -0.54 3.18
-1.09 0.38 -1.90
-0.12 -0.01 -0.07
0.08 0.02 0.11
-0.10 0.04 0.02
0.06 0.14 0.02
0.09 -0.38 -0.01
-0.08 -0.26 0.53
-0.07 -0.02 -0.37
0.20 0.44 -0.80
-1.67 -1.02 -1.98
-0.02 -0.05 3.33
-2.06 1.95 0.21
3.64 -1.74 -0.04
-1.12 -0.24 1.03
-0.92 2.11 -2.52
1.07 -0.81 -0.27
0.59 -0.04 -0.11
0.94 -0.35 0.16
-0.47 0.27 -0.15
-0.68 -0.02 0.44
1.46 -0.25 -0.67
0.16 -0.15 0.35
-0.22 -0.32 -0.13
-0.58 0.39 0.35
-0.81 0.08 -0.04
-1.61 -0.61 -0.25
1.47 2.67 0.23
1.48 1.04 -1.08
2.57 -1.39 -1.85
-3.75 -0.37 2.73
0.04 -2.18 -1.73
-0.03 -0.19 0.21
0.47 0.09 0.18
0.09 0.13 -0.15
0.19 0.09 0.26
0.07 -0.23 0.21
-0.54 0.33 -0.20
0.49 0.33 0.59
0.16 0.35 0.88